# 1
This record from the OMol25 dataset describes 2 unconnected molecules or ions with the total composition C21H47BClFN5O4P. The level of theory is ωB97M-V/def2-TZVPD.

The geometry in XYZ format:
```
81
Properties=species:S:1:pos:R:3:forces:R:3
C -4.150858 5.159089 2.632523 0.35 -1.13 -0.57
C -2.751177 5.065534 1.758013 -1.41 -0.64 -0.06
O -1.526101 5.048163 2.569650 0.77 -3.68 0.08
B -1.217963 3.658073 3.051928 -3.87 2.64 1.56
O -2.120626 3.185216 4.161508 1.15 0.02 -3.16
N -0.133100 2.761712 2.612385 -2.28 0.15 -2.44
C -0.016335 2.359890 1.202352 2.24 0.10 -1.65
N 1.080489 3.072297 0.380017 -1.29 -2.29 3.41
C 1.782644 4.143245 1.164217 1.58 2.06 0.71
C 2.847442 4.989129 0.191081 -1.67 1.42 0.91
C 1.894762 5.984373 -0.723645 -0.25 -0.24 0.08
Cl 3.975456 3.896250 -0.793786 -1.19 0.78 0.89
N -0.720209 1.351771 0.521638 1.33 2.09 2.55
C -0.382170 1.090988 -0.954506 0.26 -0.94 -2.15
C -0.942452 2.226674 -1.992614 -0.30 0.65 -1.37
C -2.012456 3.294319 -1.366856 0.48 0.06 -0.72
C 0.300497 3.038468 -2.765854 -1.17 -0.04 0.29
C -1.760673 0.610123 1.325694 -1.79 -1.38 1.30
C -2.148907 -0.894923 0.851391 -0.96 0.05 -1.52
F -3.042979 1.409621 1.288479 2.79 -1.34 0.02
P 0.872429 1.990351 3.798433 2.93 -1.79 1.79
N 1.746285 3.341395 4.649427 -1.47 -1.73 0.29
O -0.012180 1.199813 5.097662 -0.22 1.44 -2.73
H -4.067597 5.823250 3.598753 -0.17 -1.28 -2.14
H -4.992959 5.495404 1.885167 1.62 -0.43 1.66
H -4.413983 4.032104 2.925081 0.40 2.61 -0.35
H -2.795122 4.005549 1.210493 -0.14 2.57 0.62
H -2.668002 5.967572 1.015547 -0.05 -1.90 1.39
H -2.903513 2.690516 3.779759 1.27 0.79 0.66
H 1.824397 2.328418 0.215619 -1.25 0.93 -0.43
H 1.030148 4.979869 1.562617 1.53 -2.08 -0.88
H 2.418833 3.749404 2.064198 -1.42 0.48 -1.64
H 3.528823 5.675475 0.880672 -1.40 -1.82 -1.46
H 1.866352 7.073041 -0.252699 0.30 -2.34 -1.10
H 0.780681 5.582293 -0.651445 2.36 0.81 -0.38
H 2.243569 5.997950 -1.844901 -0.71 0.13 2.31
H -0.830226 0.057287 -1.351350 0.78 2.23 1.68
H 0.791691 0.961559 -1.134259 -2.59 0.40 0.90
H -1.514481 1.673584 -2.883126 1.24 0.86 2.19
H -2.939329 2.776457 -0.873833 1.91 0.99 -0.77
H -2.416874 3.940847 -2.272607 0.91 -1.27 1.95
H -1.431677 4.009234 -0.630209 -1.37 -1.39 -1.36
H 0.542862 4.006448 -2.149795 -0.11 -2.10 -1.22
H -0.115761 3.392657 -3.811607 0.99 -0.84 2.07
H 1.214531 2.308932 -2.905932 -1.73 1.71 0.25
H -1.509000 0.530389 2.490873 -0.18 0.75 -2.86
H -1.243238 -1.565311 0.501045 -1.62 1.46 1.09
H -2.847485 -0.787026 -0.110383 1.52 -0.14 2.03
H -2.836056 -1.458501 1.649181 1.88 1.53 -1.56
H 2.782474 3.206352 4.586201 -1.40 -0.17 -0.04
H 1.478921 3.343078 5.657579 0.27 0.21 -0.97
H -0.761278 0.676617 4.683376 1.19 0.88 0.83
C -0.320914 -5.516806 -3.313663 -0.13 -0.29 -0.03
C 0.466637 -4.537607 -2.395787 -0.77 0.25 -1.78
C 1.968335 -4.532715 -2.790882 0.12 -0.06 0.30
C 2.721461 -5.784697 -2.350326 -0.02 -0.03 -0.01
C 2.518451 -6.050477 -0.862612 -0.02 0.35 -0.14
C 1.023325 -6.095252 -0.450186 -0.02 -1.98 0.85
N 0.247896 -4.914543 -0.958535 2.97 3.70 2.06
O 0.596169 -3.804914 -0.167026 -1.48 -2.80 -1.91
C 0.385157 -7.413285 -0.966012 -0.23 0.08 -0.17
C 0.945533 -6.238446 1.104568 -0.10 0.68 -0.11
C -0.125549 -3.133381 -2.748850 0.20 0.02 0.73
H -0.719026 -5.015532 -4.204819 0.25 0.09 0.26
H 0.295688 -6.336904 -3.688129 -0.07 0.02 0.16
H -1.190053 -5.942539 -2.798794 0.23 0.07 -0.01
H 2.467703 -3.660072 -2.349931 -0.23 -0.03 0.08
H 2.070171 -4.421938 -3.878682 -0.31 0.04 0.17
H 2.407395 -6.651403 -2.939822 -0.03 0.04 0.03
H 3.791001 -5.653535 -2.551923 -0.16 -0.03 0.00
H 3.011743 -6.995275 -0.599141 -0.34 0.10 0.10
H 3.040971 -5.268738 -0.295103 -0.26 -0.01 0.02
H -0.695883 -7.430275 -0.767956 0.26 0.08 -0.07
H 0.813993 -8.285073 -0.462310 0.07 0.31 0.10
H 0.541670 -7.587629 -2.025362 -0.06 0.09 -0.11
H 1.471271 -5.434857 1.631502 -0.19 -0.01 -0.25
H 1.412081 -7.175781 1.438101 -0.11 0.17 -0.44
H -0.096238 -6.254758 1.454251 0.22 0.06 -0.18
H -1.188081 -3.074925 -2.485935 0.12 -0.09 0.00
H -0.038125 -2.930638 -3.823808 0.05 -0.39 0.21
H 0.398698 -2.313024 -2.245983 -0.04 -0.26 0.13
```
Forces are in eV/Å.

Properties
HOMO level (spin up / spin down)   -11.1658 / -11.8016 eV
LUMO energy (spin up / spin down)   -4.52 / -4.52 eV
Multiplicity   2
Frontier orbital gap (spin up / spin down)   6.648 / 7.284 eV
Net charge   +1

***

# 2
This record from the OMol25 dataset describes C7H12 in the gas phase. The level of theory is ωB97M-V/def2-TZVPD.

The geometry in XYZ format:
```
19
Properties=species:S:1:pos:R:3:forces:R:3
C -2.517970 0.362035 0.067520 0.26 0.15 0.24
C -1.313364 -0.558058 0.002447 0.84 0.53 0.86
C -0.271520 -0.233709 -1.077772 0.84 0.84 0.33
C 0.903775 0.013515 0.041132 -0.70 -1.12 -0.53
C 2.289296 -0.544101 -0.192017 -0.28 -0.58 0.22
C 2.154715 0.909976 0.200184 -0.81 -0.52 0.95
C -0.109285 -0.167091 1.193731 -1.45 -1.10 -1.02
H -3.202700 0.319989 -0.799618 0.30 -0.29 0.38
H -2.148974 1.386284 0.129449 -0.20 0.16 0.14
H -3.029202 0.098983 1.000699 -0.36 0.35 -0.28
H -1.740523 -1.598471 -0.151771 1.14 0.81 1.00
H -0.314322 -0.987893 -1.929031 1.10 0.84 1.12
H -0.430054 0.756662 -1.489551 -0.49 0.15 -0.47
H 2.374972 -0.911304 -1.219272 0.32 0.64 0.19
H 2.836080 -1.177071 0.494248 -0.24 -0.14 0.20
H 2.369159 1.730173 -0.569732 -0.07 -0.97 1.85
H 2.322525 0.881434 1.463015 -0.16 1.18 -3.96
H -0.262745 0.747580 1.860151 -0.19 -1.09 -1.19
H 0.072477 -1.030305 1.843576 0.15 0.17 -0.02
```
Forces are in eV/Å.

Properties
HOMO level   -9.3884 eV
LUMO energy   1.12 eV
Frontier orbital gap   10.508 eV
Net charge   0
SMILES   CC1CC2(CC2)C1

***

# 3
This record from the OMol25 dataset describes 2 unconnected molecules or ions with the total composition CH3Br3P. The level of theory is ωB97M-V/def2-TZVPD.

The geometry in XYZ format:
```
8
Properties=species:S:1:pos:R:3:forces:R:3
C -0.213511 -0.002118 0.937699 1.71 -1.62 -0.78
P -2.805770 -0.021966 -0.191827 -0.38 -0.30 -0.44
Br -3.755506 0.873555 -2.036331 0.89 -0.41 1.21
Br -3.729119 -2.041989 -0.195887 0.51 0.90 0.20
Br -3.642609 1.108845 1.510161 0.29 -0.44 -0.61
H 0.682599 -0.764217 0.886667 -2.19 1.31 -0.52
H -0.941267 -0.200038 1.668297 -0.71 0.09 1.03
H -0.049377 0.972293 0.528181 -0.12 0.47 -0.09
```
Forces are in eV/Å.

Properties
HOMO level (spin up / spin down)   -14.5465 / -14.5380 eV
LUMO energy (spin up / spin down)   -7.65 / -7.85 eV
Frontier orbital gap (spin up / spin down)   6.900 / 6.692 eV
Net charge   +1

***

# 4
This record from the OMol25 dataset describes C4H5NO2 in the gas phase. The level of theory is ωB97M-V/def2-TZVPD.

The geometry in XYZ format:
```
12
Properties=species:S:1:pos:R:3:forces:R:3
O 1.897455 1.617777 0.866374 -0.48 -0.21 0.10
C 0.808764 1.124437 1.022654 0.38 0.15 -0.14
C -0.052832 0.676311 -0.142163 0.13 0.05 -0.07
C 0.515899 -0.573816 -0.869709 0.21 0.10 -0.11
N -0.435951 -1.641978 -0.561378 -0.33 0.20 0.24
C -1.375673 -1.099080 0.084412 0.07 -0.29 -0.11
O -1.322781 0.231479 0.357798 -0.05 -0.02 0.00
H 0.370425 0.947171 2.026800 0.06 0.04 -0.06
H -0.213371 1.525098 -0.813403 0.04 -0.10 0.10
H 0.571012 -0.430715 -1.953098 -0.01 -0.01 0.16
H 1.518485 -0.834888 -0.517066 -0.14 0.05 -0.05
H -2.262889 -1.599124 0.458988 0.12 0.04 -0.06
```
Forces are in eV/Å.

Properties
HOMO level   -9.9055 eV
LUMO energy   0.67 eV
Frontier orbital gap   10.571 eV
Net charge   0
SMILES   O=C[C@H]1CN=CO1

***

DFT total energy? In order: -2328.919697; -273.783876; -8102.964647; -360.624607 a.u..